Entry from the Open Molecules 2025 dataset: one molecule with the formula C22H29N3O2 (ωB97M-V/def2-TZVPD).

Last column: natural (NBO) charge in e.
Atoms and positions in Å:
C1 2.80 1.44 0.41  -0.32
H1 0.75 1.73 0.93  0.21
C2 0.47 -3.69 -1.06  0.04
C3 -1.54 -3.88 -0.06  0.04
H2 4.42 -1.51 0.45  0.23
C4 -5.15 2.56 -0.73  -0.40
C5 2.36 -1.24 0.94  -0.21
C6 3.61 -0.81 0.55  -0.25
H3 7.19 3.28 -0.98  0.21
C7 -0.86 -1.72 -0.85  0.04
C8 -3.83 3.33 -0.61  -0.40
C9 -2.65 2.39 -0.80  -0.40
C10 -2.70 1.27 0.24  -0.04
H4 1.08 -1.78 -1.78  0.23
N1 0.05 -0.80 1.48  -0.66
C11 -1.17 -0.25 -1.05  -0.06
C12 -4.01 0.49 0.12  -0.42
H5 -5.99 3.24 -0.58  0.21
H6 1.38 -4.19 -1.39  0.19
H7 -4.08 0.00 -0.85  0.19
H8 -0.05 0.05 -2.86  0.21
H9 2.18 -2.28 1.16  0.22
N2 -0.42 -4.45 -0.46  -0.43
C13 -5.20 1.44 0.30  -0.39
H10 7.08 1.64 -1.65  0.21
H11 0.87 0.42 -1.39  0.22
H12 -0.37 1.53 -1.96  0.22
H13 -5.23 2.15 -1.73  0.19
O1 -1.81 0.06 2.43  -0.64
H14 -4.04 -0.27 0.90  0.23
C14 5.43 2.20 -0.38  -0.06
H15 4.81 2.58 -1.20  0.17
C15 -1.14 -0.08 1.43  0.81
C16 0.30 -2.33 -1.29  -0.27
C17 1.55 1.01 0.81  -0.18
C18 6.90 2.25 -0.77  -0.62
H16 0.09 -1.41 2.29  0.41
C19 -0.10 0.49 -1.86  -0.62
H17 -3.77 3.79 0.38  0.20
N3 -1.52 0.41 0.21  -0.47
O2 5.11 0.85 -0.12  -0.50
H18 2.95 2.50 0.23  0.22
H19 -2.10 -0.23 -1.65  0.22
H20 -1.71 2.94 -0.70  0.21
H21 -2.68 1.73 1.23  0.24
H22 -2.69 1.97 -1.81  0.19
C20 3.84 0.54 0.27  0.30
H23 -2.25 -4.53 0.43  0.19
H24 -3.79 4.13 -1.35  0.21
H25 -6.13 0.88 0.19  0.21
C21 -1.81 -2.53 -0.23  -0.26
H26 -5.17 1.86 1.30  0.20
H27 -2.74 -2.12 0.13  0.22
H28 5.26 2.81 0.52  0.17
C22 1.31 -0.33 1.07  0.11
H29 7.52 1.87 0.04  0.21

## Properties
orbital gap = 8.655 eV
SMILES = CCOc1ccc(NC(=O)N(C2CCCCC2)[C@@H](C)c2ccncc2)cc1
energy above the lowest of the compared OMol25 structures with the same formula, charge and spin = 132.43 kJ/mol
maximum force = 0.6 eV/A
E_LUMO = 0.69 eV